Formula: C5H8O
Source: OMol25
Level of theory: ωB97M-V/def2-TZVPD

The LUMO energy is 1.1111 eV. The calculation puts the relative energy (zero: lowest compared OMol25 entry of this formula, charge and spin) at 4.444 eV. The gap between HOMO and LUMO is 9.74 eV. As for the HOMO energy: -8.63 eV. The calculation puts the total energy at -270.39459 Eh.

```
14
Properties=species:S:1:pos:R:3:forces:R:3:mulliken_charge:R:1
C -1.305393 0.911230 -0.346184 1.285 0.172 -0.549 -0.28
C -1.452547 -0.337312 0.392378 1.255 -0.110 -0.088 -0.73
C 0.149960 0.273874 -0.339002 -2.011 -0.553 1.286 0.32
C 1.005422 -0.977182 -0.724417 -0.742 -0.282 -0.285 -0.43
O 1.668817 -0.879258 0.552730 0.036 -0.118 -0.077 -0.39
C 1.354537 0.523077 0.598461 -0.795 0.276 0.409 -0.45
H -1.879460 1.029682 -1.263994 0.354 0.083 -0.037 0.26
H -1.375373 1.787048 0.304418 0.338 0.047 -0.441 0.23
H -1.683966 -0.348845 1.464154 0.610 0.334 -0.349 0.26
H -2.018079 -1.142833 -0.113932 1.070 0.242 0.007 0.25
H 0.377649 -1.846470 -0.841702 0.164 -0.564 0.074 0.24
H 1.798784 -1.001036 -1.498485 -0.637 0.733 -0.044 0.24
H 1.089721 0.942928 1.562393 0.103 -0.303 0.540 0.27
H 2.269929 1.065093 0.253188 -1.029 0.042 -0.445 0.23
```
Positions in Å, forces in eV/Å.


Formula: C5H8O
Source: OMol25
Level of theory: ωB97M-V/def2-TZVPD

The LUMO energy is 1.0158 eV. The calculation puts the relative energy (zero: lowest compared OMol25 entry of this formula, charge and spin) at 4.533 eV. The gap between HOMO and LUMO is 9.05 eV. As for the HOMO energy: -8.03 eV. The calculation puts the total energy at -270.39129 Eh.

```
14
Properties=species:S:1:pos:R:3:forces:R:3:mulliken_charge:R:1
C -1.606577 -0.538083 -0.174331 -0.673 0.485 0.511 -0.44
C -1.251424 0.421824 1.024972 3.032 -4.254 -0.559 -0.79
C -0.274913 -0.937456 -0.612767 2.290 -0.174 -0.117 -0.14
C 0.688258 -0.279850 0.227588 -2.674 1.315 2.084 0.52
C 2.040449 0.315114 0.116742 0.141 -0.819 1.382 -1.28
O 0.524782 -1.644275 0.436180 -0.532 1.159 -0.432 -0.44
H -2.105196 -1.484546 0.024173 -0.725 0.259 0.590 0.27
H -2.154074 -0.038620 -0.969685 -0.059 0.095 -0.095 0.27
H -1.440403 1.442309 0.982754 -0.441 1.617 -0.323 0.36
H -1.311997 -0.043861 2.028672 -0.022 0.477 -0.715 0.23
H 0.103944 -1.247883 -1.556202 -0.553 -0.514 -1.022 0.51
H 2.227942 1.306754 0.517554 -0.426 -0.149 0.651 0.29
H 2.341177 0.426610 -0.876949 0.344 -0.200 -1.960 0.34
H 2.665580 -0.466824 0.576820 0.299 0.702 0.004 0.30
```
Positions in Å, forces in eV/Å.


Formula: C5H8O
Source: OMol25
Level of theory: ωB97M-V/def2-TZVPD

The LUMO energy is 0.4547 eV. The calculation puts the relative energy (zero: lowest compared OMol25 entry of this formula, charge and spin) at 5.656 eV. The gap between HOMO and LUMO is 8.03 eV. As for the HOMO energy: -7.58 eV. The calculation puts the total energy at -270.35004 Eh. The SMILES is C=C1C[C@H]1OC.

```
14
Properties=species:S:1:pos:R:3:forces:R:3:mulliken_charge:R:1
C -1.265609 0.913209 -1.860471 -0.142 -0.430 0.273 -0.75
C -1.059608 1.105612 -0.555702 0.546 -1.406 0.091 0.17
C 0.039753 1.641099 0.237041 0.378 0.396 0.209 -0.26
C 0.134393 0.153326 0.065240 -0.136 0.178 -0.316 0.00
O 0.635667 -0.437522 1.238817 -0.842 0.233 0.365 -0.36
C 0.756721 -1.843049 1.320659 -0.210 -0.141 0.021 -0.61
H -0.723543 0.047955 -2.239547 -1.008 -0.752 -0.289 0.16
H -1.766923 1.487939 -2.634611 0.335 0.631 0.477 0.27
H -0.174513 1.779362 1.294493 0.243 0.184 -0.023 0.17
H 0.743839 2.340100 -0.195500 -0.131 0.327 -0.036 0.24
H 0.274882 -0.529790 -0.760657 1.364 0.524 -0.633 0.21
H -0.097653 -2.238674 1.871393 -0.021 -0.252 -0.082 0.23
H 0.827009 -2.341315 0.341650 -0.094 0.281 0.068 0.30
H 1.675584 -2.078250 1.877196 -0.283 0.228 -0.124 0.20
```
Positions in Å, forces in eV/Å.